Record 1
# C22H28AlN2OSSi

A structure of composition C22H28AlN2OSSi (ωB97M-V/def2-TZVPD, the Open Molecules 2025 dataset).

Each line ends with the natural charge from an NBO analysis.
CARTESIAN COORDINATES (ANGSTROEM)
Al  0.873  -1.739  -1.440  1.85
C  1.344  -4.485  -2.553  -0.29
C  0.275  -4.315  -1.656  -0.20
C  -0.465  -3.180  -2.043  -0.55
C  0.207  -2.612  -3.217  -0.56
C  1.293  -3.467  -3.507  -0.19
H  2.108  -5.247  -2.482  0.24
H  0.062  -4.930  -0.793  0.24
H  -1.478  -2.935  -1.749  0.29
H  -0.266  -1.935  -3.916  0.28
H  2.006  -3.312  -4.304  0.24
N  4.289  -0.010  -0.897  -0.73
C  3.665  -0.977  -0.251  0.40
N  3.571  -0.945  1.062  -0.73
S  3.060  -2.357  -1.153  -0.27
H  4.704  0.781  -0.429  0.42
H  4.362  -0.063  -1.899  0.44
H  3.922  -0.180  1.619  0.42
H  3.086  -1.691  1.533  0.44
C  -1.874  -1.754  1.387  -0.60
C  -0.989  -0.582  1.846  -0.53
C  -1.719  0.233  2.930  -0.61
C  0.289  -1.158  2.471  -0.60
Si  -0.508  0.519  0.392  2.02
O  0.521  -0.334  -0.598  -1.41
C  -1.929  1.067  -0.678  -0.57
C  -3.265  1.130  -0.263  -0.20
C  -4.261  1.600  -1.113  -0.20
C  -3.938  2.013  -2.397  -0.19
C  -2.619  1.962  -2.830  -0.23
C  -1.627  1.496  -1.977  -0.13
C  0.383  2.039  0.990  -0.47
C  1.767  2.205  0.949  -0.22
C  2.378  3.366  1.407  -0.21
C  1.601  4.394  1.920  -0.20
C  0.219  4.261  1.960  -0.20
C  -0.383  3.099  1.493  -0.19
H  -2.212  -2.328  2.258  0.22
H  -1.323  -2.448  0.744  0.19
H  -2.759  -1.432  0.838  0.22
H  -2.000  -0.424  3.760  0.22
H  -2.637  0.699  2.563  0.21
H  -1.087  1.028  3.332  0.22
H  0.029  -1.801  3.321  0.22
H  0.949  -0.365  2.843  0.21
H  0.849  -1.775  1.763  0.18
H  -3.545  0.816  0.735  0.21
H  -5.289  1.643  -0.772  0.22
H  -4.713  2.379  -3.061  0.22
H  -2.363  2.293  -3.829  0.22
H  -0.599  1.474  -2.326  0.20
H  2.371  1.410  0.528  0.17
H  3.456  3.478  1.359  0.21
H  2.070  5.303  2.274  0.22
H  -0.392  5.067  2.348  0.23
H  -1.468  3.027  1.510  0.22

Properties
**Strongest force on any atom**: 0.471 eV/A
**Net charge**: +1
**Frontier orbital gap**: 8.631 eV
**Energy relative to the best compared isomer or geometry (same formula, charge and spin)**: 3.6 kcal per mole



Record 2
# C3H2Cl2N2O

An isolated molecule of C3H2Cl2N2O at a distorted geometry (ωB97M-V/def2-TZVPD, the Open Molecules 2025 dataset).

Each line ends with the natural charge from an NBO analysis.
CARTESIAN COORDINATES (ANGSTROEM)
C  0.964  0.882  -0.800  -0.04
C  1.268  -0.284  -0.202  -0.10
C  -1.131  -0.889  0.957  0.03
N  -1.355  0.365  0.896  -0.23
N  -1.315  1.237  0.002  0.14
O  -0.342  1.274  -0.941  -0.32
Cl  2.838  -0.754  0.195  0.06
Cl  -1.370  -1.789  -0.485  0.01
H  1.509  1.508  -1.403  0.21
H  -1.065  -1.551  1.781  0.23

Properties
**Strongest force on any atom**: 4.200 eV/A
**Frontier orbital gap (alpha / beta)**: 8.565 / 6.443 eV
**Energy relative to the best compared isomer or geometry (same formula, charge and spin)**: 168.2 kcal per mole



Record 3
# C4H7NO2

A cluster of 2 separate species, C4H7NO2 in total (ωB97M-V/def2-TZVPD, the Open Molecules 2025 dataset).

Each line ends with the natural charge from an NBO analysis.
CARTESIAN COORDINATES (ANGSTROEM)
C  1.304  0.266  0.887  -0.29
C  0.215  -0.134  0.229  -0.01
N  -1.049  -0.410  0.886  0.13
O  -1.128  -0.005  2.022  -0.27
C  0.231  -0.428  -1.226  0.01
C  -0.832  -1.172  -1.910  -0.10
O  -0.730  0.237  -2.029  -0.47
H  1.318  0.349  1.967  0.22
H  2.229  0.448  0.346  0.21
H  1.236  -0.465  -1.643  0.19
H  -0.590  -1.735  -2.812  0.19
H  -1.686  -1.524  -1.337  0.20
H  -0.015  2.537  2.182  -0.02
H  -0.503  2.036  2.436  0.02

Properties
**Strongest force on any atom**: 0.713 eV/A
**SMILES**: C=C(N=O)[C@H]1CO1.[H][H]
**Frontier orbital gap (alpha / beta)**: 8.498 / 8.498 eV
**Energy relative to the best compared isomer or geometry (same formula, charge and spin)**: 139.7 kcal per mole



Record 4
# C4H4N2O

An isolated molecule of C4H4N2O at a distorted geometry (ωB97M-V/def2-TZVPD, the Open Molecules 2025 dataset).

Each line ends with the natural charge from an NBO analysis.
CARTESIAN COORDINATES (ANGSTROEM)
H  0.287  2.673  -0.030  0.36
N  0.484  1.677  -0.050  -0.62
C  -0.506  0.904  0.028  0.10
C  -0.280  -0.554  0.000  0.10
C  -1.353  -1.397  -0.023  -0.37
N  1.092  -0.863  -0.012  -0.58
C  2.149  -0.259  0.002  0.92
O  3.260  0.050  0.030  -0.49
H  -1.551  1.220  0.120  0.17
H  -2.342  -0.985  -0.004  0.21
H  -1.239  -2.464  -0.060  0.22

Properties
**Strongest force on any atom**: 2.369 eV/A
**SMILES**: [H]/N=C/C(=C)N=C=O
**Frontier orbital gap**: 9.642 eV
**Energy relative to the best compared isomer or geometry (same formula, charge and spin)**: 23.8 kcal per mole



Record 5
# O8P2Y

A structure of composition O8P2Y at a distorted geometry (ωB97M-V/def2-TZVPD, the Open Molecules 2025 dataset).

Each line ends with the Löwdin charge.
CARTESIAN COORDINATES (ANGSTROEM)
Y  -0.706  0.838  0.203  1.56
P  0.230  -0.282  2.726  -0.10
O  -0.016  -1.655  3.313  -0.48
O  -1.228  0.355  2.404  -0.61
O  0.704  -0.346  1.199  -0.53
O  1.049  0.655  3.591  -0.49
P  0.029  0.034  -2.762  -0.13
O  -1.285  -0.068  -1.806  -0.62
O  0.843  -1.231  -2.881  -0.48
O  0.848  1.090  -1.892  -0.58
O  -0.468  0.611  -4.094  -0.54

Properties
**Strongest force on any atom**: 3.850 eV/A
**Net charge**: -3
**Frontier orbital gap**: 4.417 eV
**Energy relative to the best compared isomer or geometry (same formula, charge and spin)**: 0.0 kcal per mole



Question: Which value of strongest force on any atom does entry 5 give?
Answer: 3.850 eV/A



Question: Which value of energy relative to the best compared isomer or geometry (same formula, charge and spin) does entry 1 give?
Answer: 3.6 kcal per mole



Question: What is the strongest force on any atom in the fourth record?
Answer: 2.369 eV/A



Question: Among the records above, which one has the highest energy relative to the best compared isomer or geometry (same formula, charge and spin)?
Answer: C3H2Cl2N2O